No. 1
Molecular formula: C5H10O2
Method: DFT, ωB97M-V/def2-TZVPD

```
! RIJCOSX wB97M-V def2-TZVPD def2/J DEFGRID3
* xyz 0 1
C 1.58 -0.47 1.49
C 0.73 -1.30 0.57
O -0.38 -1.84 1.04
C 0.12 0.09 -0.71
C -1.32 0.23 -1.27
C -1.28 1.59 -0.56
O 0.06 1.36 -0.09
H 1.97 -1.15 2.26
H 2.42 0.01 0.98
H 0.97 0.29 1.98
H 1.32 -1.89 -0.17
H -0.38 -0.87 0.11
H 0.93 -0.02 -1.44
H -1.38 0.26 -2.36
H -2.05 -0.48 -0.88
H -1.99 1.72 0.26
H -1.32 2.47 -1.22
*
```

HOMO energy, eV: -8.58
F_max, eV Å⁻¹: 0.49
ΔE to the lowest compared entry with this formula, charge and spin, kcal/mol: 138.40
LUMO, eV: 0.88
E, eV: -9437.0412


No. 2
Molecular formula: C5H10O2
Method: DFT, ωB97M-V/def2-TZVPD

```
! RIJCOSX wB97M-V def2-TZVPD def2/J DEFGRID3
* xyz 0 1
C -1.22 0.44 1.83
C -0.28 0.55 0.96
C 1.11 1.06 1.37
C -0.47 0.08 -0.50
O -0.44 1.06 -1.56
O 0.55 -0.84 -0.71
C 0.21 -1.75 -1.76
H -2.07 0.01 1.52
H -0.95 0.61 2.88
H 1.90 0.40 1.17
H 1.34 2.10 0.95
H 1.16 1.24 2.47
H -1.52 -0.38 -0.67
H 0.44 1.51 -1.74
H 1.11 -2.32 -2.09
H -0.27 -1.26 -2.56
H -0.61 -2.52 -1.56
*
```

HOMO energy, eV: -9.91
F_max, eV Å⁻¹: 4.51
ΔE to the lowest compared entry with this formula, charge and spin, kcal/mol: 66.38
LUMO, eV: 0.92
E, eV: -9440.1643


No. 3
Molecular formula: C5H10O2
Method: DFT, ωB97M-V/def2-TZVPD

```
! RIJCOSX wB97M-V def2-TZVPD def2/J DEFGRID3
* xyz 0 1
C -2.32 -1.43 0.29
C -1.15 -0.79 -0.37
C -0.85 0.50 -0.01
C 0.41 1.16 0.03
C 0.66 2.31 0.71
O 1.41 3.37 0.33
H -2.02 -2.36 0.75
H -3.12 -1.62 -0.49
H -2.84 -0.92 1.13
H -0.62 -1.21 -1.20
H -1.76 1.07 0.36
H 1.24 0.55 -0.58
H 0.08 2.49 1.63
H 1.68 3.37 -0.60
O 2.97 -1.83 -0.82
H 3.54 -2.50 -1.20
H 2.67 -2.15 0.03
*
```

HOMO energy, eV: -7.29
F_max, eV Å⁻¹: 3.46
ΔE to the lowest compared entry with this formula, charge and spin, kcal/mol: 88.54
LUMO, eV: 0.78
E, eV: -9439.2034